DFT (ωB97M-V/def2-TZVPD) results for a molecular structure, C18H21N4O5PtS.

Geometry as XYZ:
```
50
Properties=species:S:1:pos:R:3:lowdin_charge:R:1
H -3.1471 -3.4363 -4.7064 0.0792
O -2.1074 -1.7469 3.6519 0.1636
H -1.7708 -2.3292 -4.8017 0.0741
O -0.2106 1.2648 1.2731 -0.1441
C -1.5647 -1.8093 -1.6577 -0.7152
C 0.9025 0.7574 -3.2117 0.0218
C -1.5971 2.8237 2.2876 -0.0791
C 0.5128 1.7341 2.4290 -0.2467
H -2.1160 0.7166 3.8831 0.1661
H -2.9270 -3.2402 -1.9635 0.1408
O 1.3517 -1.0049 4.5496 0.1712
H 5.5209 1.0839 -0.9732 0.1282
C -3.2992 -1.7108 -3.4019 -0.2136
H -0.0099 3.4124 3.7241 0.1252
H 0.4625 1.7562 -3.1643 0.1141
N 2.2615 -0.7054 -0.0615 -0.0420
H 5.4429 -0.5592 0.9073 0.1273
C -2.8541 -2.3862 -4.6880 -0.0726
H 0.2352 0.1389 -3.8067 0.0868
C 4.5631 -0.3321 0.3232 0.0025
C -0.1265 3.0963 2.6891 -0.0813
H 1.8752 0.8233 -3.6918 0.0870
N -1.1179 -0.6080 -1.9365 0.0418
H 0.3230 3.8531 2.0490 0.1191
C -1.5332 1.3570 1.8597 -0.2360
O 1.2702 -1.0189 2.3404 -0.2460
H -1.9016 3.4518 1.4530 0.1197
S -0.6918 -2.8600 -0.5541 0.8374
O -1.3201 -1.5116 1.6166 -0.2979
H 3.2673 -1.6246 1.4807 0.1314
H -2.3022 2.9762 3.1028 0.1254
C 1.0306 0.1852 -1.8456 -0.2159
C -1.4083 0.4578 3.0995 -0.0877
Pt 0.3599 -1.1439 0.6031 1.4068
C -1.6262 -1.0201 2.8303 -0.5463
C 0.9164 -0.5145 3.5521 -0.5145
H -3.3142 -1.8952 -5.5449 0.0819
H -2.2819 1.0360 1.1407 0.1637
N -2.6608 -2.3017 -2.2216 0.0167
H -3.0470 -0.6532 -3.4018 0.1094
H 1.5806 1.7394 2.2218 0.1615
N 0.0555 -0.4274 -1.2624 -0.1672
C 0.0738 0.7418 3.5257 -0.0866
C 3.3649 -0.9460 0.6467 -0.0589
H 0.1449 1.1734 4.5208 0.1655
H -4.3761 -1.7955 -3.2618 0.1241
H 3.4475 1.4953 -2.2953 0.1260
C 4.6020 0.5706 -0.7250 -0.0025
C 2.2967 0.1309 -1.1183 -0.1935
C 3.4502 0.8048 -1.4651 0.0295
```

Computed properties:
**Electronic energy**: -1810.98231 Ha
**Gap between HOMO and LUMO**: 6.91 eV
**Total charge**: +1
**HOMO energy**: -12.2 eV

***

DFT (ωB97M-V/def2-TZVPD) results for a molecular structure, C40H63CuNP3Si.

Geometry as XYZ:
```
109
Properties=species:S:1:pos:R:3:mulliken_spin:R:1
H 1.8649 2.5281 -2.3746 0.0194
H -3.9377 -1.9005 2.5719 0.0001
H 3.3022 3.4565 -2.8569 0.0006
H 3.7341 -1.3475 1.6992 0.0002
H -1.9459 -5.2206 -2.4010 -0.0001
C 5.1516 2.0930 -1.3462 0.0009
P -1.1054 2.6000 -0.0603 0.0383
H -1.8024 4.2950 -2.4784 0.0005
H -1.6691 -0.6135 3.6299 -0.0001
P -2.1561 -2.3854 0.2118 -0.0064
P 2.8049 0.5727 -0.4938 -0.0085
H -1.5053 6.4161 0.6533 -0.0001
H 0.2306 -3.9866 -2.2408 0.0000
H -5.1136 -4.6012 1.4734 0.0001
H 5.1363 -2.1604 -1.6169 -0.0007
H 4.6183 1.8545 1.4130 0.0009
H 1.6471 -3.8290 4.2466 -0.0001
C -0.1265 -0.3459 -4.2728 -0.0706
C 2.4126 1.8157 3.9608 0.0005
H 5.5028 3.0527 -1.7374 -0.0007
C 0.0603 4.4497 1.5945 0.0006
H 0.8775 3.7256 1.5637 -0.0002
C 1.0114 -1.3705 -4.4433 0.0166
H -2.6503 5.1897 1.1675 -0.0001
H 0.0753 -5.5478 3.3903 0.0000
C -3.0949 0.9632 3.7991 0.0001
Si -0.0188 -0.1692 1.1359 -0.0277
H 1.1814 -1.6527 -5.4890 0.0029
H -3.6252 -4.4077 2.3905 0.0000
C -0.0625 -1.8945 2.0070 0.0074
H 1.9331 -0.9437 -4.0459 -0.0064
C 3.6951 1.6634 1.9481 -0.0032
C -1.5994 -3.4349 -1.2442 -0.0430
H 4.4315 2.5386 3.7630 -0.0002
C 3.5967 2.0520 3.2722 -0.0005
C -1.9199 5.4347 0.3980 0.0004
H 0.3751 0.6648 -6.1546 0.0035
C 4.3761 -1.3775 -1.6952 0.0013
C 4.1596 -0.7006 -0.3430 0.0127
C -0.0789 -3.5809 -1.2727 0.0057
C -0.9772 -2.8765 1.5532 -0.0018
H -3.5228 0.5697 4.7146 0.0000
C -3.0560 2.5971 2.0486 -0.0006
H -2.3422 1.4121 -1.6167 0.0077
H -1.9633 -5.4989 -0.6645 0.0002
H -1.8651 -2.7913 -2.0899 0.0411
H -1.5501 -4.9442 1.6546 -0.0002
C 2.9502 2.4895 -2.4845 -0.0109
C -4.4736 -1.9671 1.6236 -0.0005
H -4.4458 -0.9761 1.1694 -0.0002
H 3.4467 -1.8369 -2.0323 -0.0007
H 0.4425 1.0150 3.8744 0.0005
H 1.1559 1.3487 -4.7159 -0.0274
H -3.9451 3.9285 -0.9154 -0.0002
H 0.2696 -4.2570 -0.4883 -0.0010
H -0.5438 4.2161 2.4746 0.0000
H -5.5134 -2.2257 1.8465 0.0000
C 0.0328 -4.5303 3.0195 0.0001
H 2.3082 2.1318 4.9925 -0.0001
H -1.2878 -1.2206 -5.8997 0.0072
H -0.5624 1.6484 -5.0035 -0.0032
H -3.3528 -4.7412 -1.4536 -0.0001
H 5.6856 1.9039 -0.4148 0.0003
H 1.5803 -1.5507 3.3464 0.0001
C -2.0432 0.3029 3.1835 -0.0004
H 4.4352 -2.5988 0.6605 0.0002
H 3.3978 2.9058 -0.4353 0.0009
H 5.4517 1.3248 -2.0603 0.0001
C 3.6353 2.1270 -1.1650 -0.0062
Cu -0.0453 -0.1238 -1.1587 -0.1096
C -3.6167 2.1125 3.2211 0.0000
H -4.4048 2.6871 -2.0764 0.0003
C 3.7454 -1.7503 0.6872 -0.0017
H -3.5984 -5.2209 0.8229 -0.0001
H -1.6826 -1.8574 -4.2891 -0.0245
H 4.6932 -0.6786 -2.4711 -0.0001
H -2.2377 -0.2417 -4.7516 -0.0088
C 0.9116 -3.5703 3.4931 -0.0002
C -3.8288 2.8721 -1.1639 0.0005
C -0.7936 4.4051 0.3230 0.0006
C -1.4744 0.7592 1.9878 0.0065
C 0.8638 -2.2789 2.9825 0.0004
C 1.3627 1.1798 3.3215 -0.0001
C 1.4415 0.7530 1.9877 0.0022
H 3.1617 1.7346 -3.2473 -0.0010
H -4.4475 2.6334 3.6825 0.0000
C -0.8963 -4.1783 2.0490 -0.0011
C -3.8356 -3.0334 0.7276 -0.0010
C -1.4170 -0.9550 -4.8454 0.1060
H 0.4156 -2.6155 -1.1427 -0.0178
C 2.6323 1.0301 1.2910 0.0048
H 0.7776 -2.2687 -3.8664 0.0029
H -3.4652 3.4969 1.6138 0.0000
C 0.2320 0.9067 -5.0952 0.0666
C -2.3727 2.4894 -1.4084 -0.0089
H 0.4894 5.4460 1.7326 0.0000
H -2.4435 5.5388 -0.5525 0.0002
H -2.4111 3.0035 -3.5153 0.0006
N -0.3986 0.0178 -2.9293 1.0347
H 5.0886 -0.2229 -0.0186 -0.0007
H -4.2803 2.2815 -0.3679 -0.0001
H -0.1443 4.6940 -0.5122 0.0002
C -1.8026 3.2099 -2.6308 -0.0088
C -4.0408 -4.3998 1.3818 -0.0002
H 2.7427 -2.1326 0.4751 0.0012
C -2.2635 -4.7948 -1.4437 0.0010
C -1.9749 1.9541 1.4360 -0.0037
H -0.7860 2.8695 -2.8335 0.0106
H -4.3768 -3.0219 -0.2275 -0.0003
```

Computed properties:
**Electronic energy**: -4570.78114 Ha
**Gap between HOMO and LUMO (spin up / spin down)**: 6.05 / 5.99 eV
**Expectation value of S²**: 0.757
**Energy relative to the best compared isomer or geometry (same formula, charge and spin)**: 0.0 kcal per mole
**Total charge**: -1
**HOMO energy (spin up / spin down)**: -3.3 / -3.2 eV
**2S+1**: 2

***

DFT (ωB97M-V/def2-TZVPD) results for a molecular structure, C23H37FeN7OPS in a non-equilibrium geometry.

Geometry as XYZ:
```
71
Properties=species:S:1:pos:R:3:mulliken_spin:R:1
H -2.9436 1.9248 -0.4278 -0.0001
H -0.9623 0.6260 2.0231 0.0027
C -3.8353 -3.2455 2.7032 -0.0014
C 1.8259 2.0850 2.8119 -0.0005
H -1.0273 0.3510 -3.2773 -0.0003
O -1.3771 -3.2046 -0.0550 0.0599
H 2.8554 1.3483 0.9760 -0.0024
C -0.6163 2.4872 -1.9889 0.0019
C -2.5042 -3.1243 0.6501 0.0043
H -3.5797 -2.7815 -1.1299 -0.0009
C -4.9181 -2.8157 0.5647 -0.0042
H -0.0791 2.4353 -2.9766 0.0004
C 1.9652 -3.3626 3.0176 -0.0093
C 3.3025 -0.6451 -3.0516 0.0006
H 1.0072 0.1086 3.1521 0.0010
H 4.0290 -1.4611 -2.9990 0.0004
C 3.1218 -0.2123 -1.5668 0.0161
H 1.7167 1.3350 -4.2740 -0.0003
H -1.4953 1.9278 2.8734 -0.0009
C 0.6202 1.1607 3.2393 0.0028
C -3.7143 -2.8884 -0.0625 0.0071
H -0.2263 3.4184 1.4457 0.0000
H 4.1069 0.2289 -1.2747 -0.0022
H 2.5085 3.1466 1.0719 -0.0007
C -1.4321 -3.3632 2.9230 0.0052
H 2.7363 1.8656 3.3047 -0.0002
C 2.6858 1.6345 -3.8038 0.0008
H -1.6498 -3.5652 3.9633 0.0031
H -3.8080 -3.4013 3.7636 -0.0003
H 3.8316 -3.6826 3.6740 -0.0008
H -3.5192 0.0026 -2.4633 -0.0003
P 0.8234 0.7335 -0.4935 0.1928
C 2.4736 2.0013 -2.3153 0.0010
H 0.5029 1.4956 4.2523 0.0001
N 0.7433 -3.1495 3.5076 0.0064
S 2.3897 -3.5054 1.3818 0.0532
H -2.8280 -0.1653 -0.8456 0.0019
H -5.7771 -2.5264 0.0504 -0.0004
N 2.1262 0.8516 -1.4986 -0.0063
H 2.3633 -1.1061 -3.3258 -0.0006
H 1.5891 3.1806 3.1802 0.0001
H -2.3669 3.8525 -1.7369 0.0000
N 2.9584 -3.3246 3.9583 0.0054
H -4.1618 2.0630 -1.7358 0.0000
C -3.0965 1.8317 -1.4954 -0.0001
H -6.0060 -3.0977 2.5379 0.0008
C -0.3546 2.3762 1.1625 0.0025
C -2.5791 -3.2243 2.0978 -0.0033
H 2.7949 -1.0813 -0.9405 -0.0139
N 0.9088 1.9976 0.4944 0.0062
H 4.7123 0.7743 -3.8626 -0.0002
H 1.7256 2.7911 -2.2043 -0.0003
C 2.1447 2.1440 1.2741 -0.0024
H 3.4239 2.5328 -1.9536 0.0003
C -2.7715 0.3557 -1.7753 -0.0001
H -2.4334 2.8648 -3.1767 0.0000
H 2.6507 -3.2453 4.9209 -0.0018
N -0.2323 -3.0871 2.5275 -0.0007
H -0.0648 3.1897 -1.3624 -0.0006
Fe 0.3621 -2.4453 0.5964 3.7212
C -0.6015 1.5384 2.3989 -0.0069
C -2.1624 2.8383 -2.1348 0.0003
H 3.5798 0.0510 -5.0432 0.0002
C -5.0638 -3.0769 1.9761 0.0084
H -1.1871 2.3261 0.4215 -0.0014
N -0.5423 1.1637 -1.3739 -0.0031
H 3.0680 2.5460 -4.3143 0.0001
N 0.8320 -0.6404 0.1704 -0.0557
C 3.6130 0.4287 -3.9813 -0.0007
H -0.9070 -0.7828 -1.9456 0.0039
C -1.2749 0.1972 -2.1999 0.0123
```

Computed properties:
**Electronic energy**: -3360.48775 Ha
**Gap between HOMO and LUMO (spin up / spin down)**: 6.73 / 7.00 eV
**Expectation value of S²**: 6.019
**Total charge**: -1
**HOMO energy (spin up / spin down)**: -3.9 / -4.1 eV
**2S+1**: 5

***

DFT (ωB97M-V/def2-TZVPD) results for a single C3H7FO molecule in a non-equilibrium geometry.

Geometry as XYZ:
```
12
Properties=species:S:1:pos:R:3:lowdin_charge:R:1
H -1.6263 0.5500 -0.7274 0.1012
O -0.0533 -0.6906 -0.9139 -0.2303
H 0.1249 0.0339 1.5074 0.1340
C 1.4047 -0.8873 -0.7613 -0.0650
C -0.8843 0.4689 1.1708 -0.2472
H 1.6531 -0.3879 0.2787 0.0966
C -0.7159 0.3982 -0.3112 -0.2443
H 1.9041 -0.2703 -1.7329 0.1412
F -1.2047 1.7238 1.4279 0.0206
H 1.3224 -1.9967 -0.8263 0.0894
H -1.7334 -0.1661 1.3705 0.1220
H -0.1912 1.2242 -0.4823 0.0817
```

Computed properties:
**Electronic energy**: -293.50680 Ha
**Gap between HOMO and LUMO**: 10.74 eV
**Energy relative to the best compared isomer or geometry (same formula, charge and spin)**: 54.6 kcal per mole
**Total charge**: 0
**SMILES**: COCCF
**HOMO energy**: -9.7 eV